Below is a molecular structure, C49H40MgN6P3S4, with properties calculated with ωB97M-V/def2-TZVPD.

The geometry in ORCA input format:
```
! RIJCOSX wB97M-V def2-TZVPD def2/J DEFGRID3
* xyz -1 1
S -0.4974 -4.0866 2.7767
S 1.5324 4.4087 4.5261
S -3.7694 -0.8797 1.4662
S -0.1233 -1.9892 0.0043
P 0.0176 -3.7884 0.8729
P -0.2215 2.9443 -0.0532
P -0.4494 0.9113 -2.0215
Mg 0.8297 0.7770 1.2975
N -0.3458 -1.3033 4.7464
N 1.2557 2.3950 2.5875
N 3.3984 0.6321 -0.7268
N -1.5573 0.3334 1.7295
N -0.5040 2.5962 -1.7042
N 0.7833 -0.4329 3.0486
C 0.9086 4.3738 -0.0843
C 2.3871 -5.1145 1.6183
C -1.5886 -0.6787 2.6686
C 1.4658 6.7075 0.1410
C 0.5241 5.6858 0.1612
C -0.9518 -4.9641 -0.1563
C 1.7281 -4.4039 0.6241
C 2.3720 -4.1744 -0.5902
C -0.3800 -0.8390 3.4769
C 2.5374 0.6238 0.0458
C -2.0225 0.5660 -2.8955
C 3.6716 -5.5991 1.4017
C 3.0246 -0.3878 4.1910
C 0.6099 -0.2054 -4.3600
C -1.8342 4.0644 1.9062
C -4.0901 -0.6900 -2.8638
C 1.6620 -0.6543 4.1011
C -2.3215 -5.4810 -2.0728
C 2.7323 0.3976 -5.3160
C 2.8816 1.3823 -4.3507
C -1.0156 -6.3032 0.2272
C -4.1399 4.1172 0.3579
C 2.9565 -1.3184 6.4328
C 3.6583 -0.7275 5.3675
C -2.3775 -6.8104 -1.6878
C 1.8987 1.5702 -3.3908
C 4.3024 -5.3778 0.1881
C 0.9735 -1.2361 5.1621
C -3.6549 0.8530 -4.6561
C 3.1884 5.1065 -0.3553
C -2.4268 1.1606 -4.0933
C 1.3920 3.2172 3.4056
C -4.1841 4.5322 1.6796
C -2.6581 0.3330 1.0418
C 2.7945 6.4189 -0.1231
C -1.7192 -7.2211 -0.5336
C -4.4898 -0.0732 -4.0386
C 3.6493 -4.6616 -0.8081
C -0.6880 3.6179 -2.7321
C 1.6029 -1.5785 6.3535
C -2.9408 3.6804 -0.1942
C 0.7473 0.7890 -3.3928
C -1.7791 3.6562 0.5709
C -2.8619 -0.3706 -2.2950
C -2.7081 -1.4387 2.6762
C -1.6060 -4.5618 -1.3124
C -3.0284 4.5062 2.4519
C 1.5961 -0.4002 -5.3145
C 2.2543 4.0850 -0.3270
H -0.2688 -0.8398 -4.3637
H -2.8671 1.0389 0.2520
H -4.7251 -1.4272 -2.3888
H -5.0383 4.1254 -0.2466
H -1.7659 1.8518 -4.6030
H -2.5345 -0.8675 -1.3866
H 2.0400 2.3197 -2.6220
H 1.8764 -3.5821 -1.3498
H 1.1579 7.7248 0.3440
H 3.5041 0.2427 -6.0588
H -0.0623 3.3965 -3.5982
H -2.9207 3.3272 -1.2149
H -5.1181 4.8706 2.1108
H -2.9298 -7.5272 -2.2827
H 1.4788 -1.1813 -6.0550
H -0.5211 -6.6154 1.1391
H 3.5295 7.2137 -0.1260
H -0.9409 4.0402 2.5228
H -3.9566 1.3216 -5.5838
H -2.8301 -5.1540 -2.9713
H -1.7257 3.6769 -3.0701
H 4.1808 -6.1420 2.1880
H 5.3059 -5.7484 0.0207
H -1.7602 -8.2585 -0.2258
H 3.7747 1.9925 -4.3268
H 4.2294 4.8706 -0.5332
H 3.5511 0.0682 3.3630
H 4.7165 -0.5333 5.4766
H 1.0652 -2.0331 7.1740
H 2.5804 3.0587 -0.4567
H 1.8872 -5.2689 2.5659
H 3.4891 -1.5694 7.3403
H -3.0548 4.8216 3.4861
H -1.1042 -1.7750 5.2058
H 4.1458 -4.4644 -1.7493
H -0.5115 5.9192 0.3737
H -2.8933 -2.3388 3.2348
H -0.3959 4.5967 -2.3471
H -1.5445 -3.5225 -1.6098
H -5.4451 -0.3202 -4.4842
*
```

Results
Gap between HOMO and LUMO: 7.34 eV
Energy relative to the best compared isomer or geometry (same formula, charge and spin): 0.000 eV

Atom charges from the Löwdin analysis, given in e for atoms 1 to 2: S 0.21; S 0.42

Below is a single C24H27ClFN5O2 molecule in a non-equilibrium geometry, with properties calculated with ωB97M-V/def2-TZVPD.

The geometry in ORCA input format:
```
! RIJCOSX wB97M-V def2-TZVPD def2/J DEFGRID3
* xyz 0 1
Cl 5.5068 -2.2599 0.2241
F 11.9144 -0.8226 0.1239
O -4.2783 1.3612 1.1079
O 2.6461 -1.4180 -0.3877
N 6.1454 1.5002 -0.2388
N -4.1383 -0.8794 1.3414
N 6.5225 0.2300 -0.0374
N 2.0090 0.6445 0.3690
N -6.6640 -1.2849 -0.7112
C 9.7429 -1.3456 0.8630
C 8.7631 0.7039 -0.7382
C 4.8310 1.5339 -0.2464
C -5.5435 -1.0919 1.5876
C -6.2277 -1.9471 0.4918
C 0.6287 0.5132 0.5088
C 7.8923 -0.0752 0.0194
C 10.1209 0.4576 -0.7047
C -7.9712 -0.6633 -0.6556
C 2.9203 -0.2842 -0.0555
C -1.4347 1.5032 1.2499
C -5.6292 -0.5336 -1.4008
C 10.5918 -0.5725 0.0915
C 4.3057 0.2263 -0.0620
C -8.1350 0.5735 0.2381
C -2.1364 0.3598 0.8751
C -5.9335 -0.3663 -2.8875
C 4.1194 2.8216 -0.4703
C 8.3843 -1.0902 0.8325
C 5.4359 -0.5748 0.0523
C -0.0705 1.5793 1.0772
C -3.6083 0.3435 1.1076
C -1.4394 -0.6887 0.2826
C -0.0724 -0.6175 0.0967
H -1.9839 2.3254 1.6827
H -6.7197 0.3645 -3.0554
H 7.7176 -1.6720 1.4460
H -4.7064 -1.1129 -1.3052
H -5.0399 -0.0225 -3.4025
H -5.9943 -0.1018 1.6463
H -8.6790 -1.4332 -0.3305
H -8.1409 0.3013 1.2908
H 2.3794 1.5291 0.6844
H -5.4485 0.4553 -0.9547
H 10.1470 -2.1292 1.4835
H -6.2414 -1.3179 -3.3135
H -5.6618 -1.5981 2.5522
H 8.3582 1.5015 -1.3396
H 3.2791 2.6898 -1.1491
H 10.8121 1.0471 -1.2852
H -1.9606 -1.5673 -0.0700
H -5.5259 -2.7403 0.2008
H 0.4587 -1.4339 -0.3628
H -8.2360 -0.3938 -1.6797
H -7.1038 -2.4270 0.9341
H -9.0807 1.0599 0.0105
H 0.4645 2.4681 1.3827
H 3.7579 3.2390 0.4705
H 4.8203 3.5326 -0.8992
H -7.3336 1.2869 0.0637
H -3.5364 -1.6867 1.3550
*
```

Results
Gap between HOMO and LUMO: 8.42 eV
Energy relative to the best compared isomer or geometry (same formula, charge and spin): 0.157 eV

Atom charges from the Löwdin analysis, given in e for atoms 1 to 2: Cl 0.82; F 0.06

Below is 2 unconnected molecules or ions with the total composition C3H5ClN4 in a non-equilibrium geometry, with properties calculated with ωB97M-V/def2-TZVPD.

The geometry in ORCA input format:
```
! RIJCOSX wB97M-V def2-TZVPD def2/J DEFGRID3
* xyz 0 1
Cl 1.5156 1.1100 -0.1148
N -2.8219 0.2078 0.9655
N -1.1147 -0.3095 -0.3140
N -1.9208 0.5640 -0.9516
N -2.8761 0.7975 -0.1903
C -1.7175 -0.5164 0.9049
C -0.1545 -1.1352 -0.7888
C 3.1683 1.2856 0.2586
H 3.3603 0.7990 1.1230
H -0.1697 -2.1170 -0.3289
H 3.9290 1.3305 -0.4662
H -1.4050 -1.2482 1.6476
H 0.2070 -0.7681 -1.7449
*
```

Results
Gap between HOMO and LUMO (alpha / beta): 8.17 / 8.17 eV
Energy relative to the best compared isomer or geometry (same formula, charge and spin): 6.296 eV

Atom charges from the Löwdin analysis, given in e for atoms 1 to 2: Cl 0.62; N 0.02

Below is a molecular structure, C9H21AgN5O9 in a non-equilibrium geometry, with properties calculated with ωB97M-V/def2-TZVPD.

The geometry in ORCA input format:
```
! RIJCOSX wB97M-V def2-TZVPD def2/J DEFGRID3
* xyz -1 1
Ag -1.6820 -0.0946 -0.6130
O -3.0899 -1.1402 1.1741
O -2.8115 0.7154 -2.6175
O -4.7756 -0.1937 -2.7301
O -1.1834 1.5608 0.9561
O -0.2443 -2.3582 0.4784
O -3.1275 -1.9873 -0.8160
O 0.3535 0.9594 -1.5814
O -4.9267 -2.0515 0.4457
O -4.0578 1.0309 -4.3704
N -3.7275 -1.7757 0.2546
N -2.0688 0.8285 2.8739
N -3.8892 0.5044 -3.2601
N 2.0584 1.3118 -3.0011
N 1.3870 -3.8716 0.2821
C 1.7849 2.8191 -1.0483
C -0.5199 2.7651 2.8675
C 3.5090 1.3771 -3.0470
C -1.2422 1.6410 2.1787
C 1.9773 -1.4637 0.2102
C -2.4395 0.9081 4.2903
C 0.9339 -2.5804 0.2486
C 1.3688 1.5635 -1.8503
C 2.5526 -4.3934 -0.3845
H -0.4546 2.6280 3.9420
H 3.9601 2.2667 -2.6095
H 2.5411 2.5044 -0.3238
H -1.9414 0.0773 4.7915
H 0.6342 -4.4998 0.5135
H 3.8689 0.4779 -2.5345
H 0.9143 3.0663 -0.4455
H 0.4816 2.7768 2.4343
H 1.9949 -0.8716 -0.7046
H 3.8889 1.3930 -4.0696
H 1.9416 -0.7652 1.0398
H 1.6687 0.6072 -3.6088
H 2.1304 3.6011 -1.7159
H 2.9464 -1.9759 0.1798
H 3.3521 -4.6295 0.3254
H 2.2589 -5.3595 -0.8092
H -3.5206 0.7898 4.3167
H -2.1644 1.8322 4.7872
H 2.9269 -3.8475 -1.2484
H -2.5855 0.1689 2.2877
H -0.9823 3.6846 2.5115
*
```

Results
Gap between HOMO and LUMO: 6.35 eV
Energy relative to the best compared isomer or geometry (same formula, charge and spin): 0.496 eV

Atom charges from the Löwdin analysis, given in e for atoms 1 to 2: Ag 0.78; O -0.17